Entry from the OMol25 dataset: an isolated ion of composition C5H12NO and charge -1 (the ωB97M-V functional and the def2-TZVPD basis).

Last column: Mulliken charge in e.
Geometry (Å):
C -1.576 -0.038 -0.528  -1.33
C -0.339 0.713 0.020  0.09
C 0.160 1.701 -1.195  -0.69
O -0.236 1.417 -2.421  -0.87
N 0.712 -0.180 0.527  0.04
C 0.981 -1.311 -0.299  -1.10
C 0.594 -0.546 1.944  -0.98
H -2.498 0.472 -0.247  0.33
H -1.557 0.097 -1.627  0.33
H -1.734 -1.085 -0.290  0.35
H -0.636 1.338 0.856  0.51
H -0.080 2.706 -0.792  0.25
H 1.272 1.592 -1.073  0.20
H 0.340 -2.187 -0.111  0.34
H 2.046 -1.661 -0.185  0.29
H 0.829 -1.070 -1.367  0.32
H -0.174 -1.302 2.195  0.28
H 1.562 -1.029 2.115  0.31
H 0.335 0.372 2.478  0.34

The relative energy (zero: lowest compared OMol25 entry of this formula, charge and spin) is 29.1 kcal per mole. Its structure (SMILES) is C[C@H](C[O-])N(C)C. As for the HOMO-LUMO gap: 6.28 eV. The charge is -1. For the maximum force, the calculation gives 1.76 eV Å⁻¹.